[1]
A 2-piece molecular cluster, CH7N3 overall in a non-equilibrium geometry. Source: the Open Molecules 2025 dataset; level of theory: ωB97M-V/def2-TZVPD.

Each line ends with the Mulliken charge.
Geometry (Å):
1 H -0.246 -2.002 0.333  0.240
2 N -0.182 -1.193 -0.341  -0.582
3 C 1.028 -1.256 -0.869  0.131
4 N 2.212 -1.785 -0.162  -0.581
5 H 1.286 -0.927 -1.892  0.287
6 H 3.055 -1.340 -0.352  0.255
7 H 2.223 -1.615 0.881  0.254
8 N -2.189 2.662 0.489  -0.647
9 H -3.077 2.326 -0.045  0.221
10 H -1.595 1.900 0.644  0.204
11 H -2.516 3.231 1.312  0.217

## Properties
Relative energy (zero: lowest compared OMol25 entry of this formula, charge and spin), eV: 1.3669
Molecular weight, g mol⁻¹: 61.1
SMILES string: [H]/N=C\N.N
E_tot, a.u.: -206.51426

---

[2]
CH2BrClO as an isolated structure in a non-equilibrium geometry. Source: the Open Molecules 2025 dataset; level of theory: ωB97M-V/def2-TZVPD.

Each line ends with the Löwdin spin population.
Geometry (Å):
1 C -0.020 0.475 -0.266  0.075
2 O 1.545 1.309 -0.059  0.812
3 Cl -1.185 1.769 0.069  0.037
4 Br 2.867 0.141 0.064  1.056
5 H -0.011 -0.135 -1.136  0.010
6 H 0.016 -0.164 0.576  0.010

## Properties
Relative energy (zero: lowest compared OMol25 entry of this formula, charge and spin), eV: 1.1924
Spin multiplicity: 3
Molecular weight, g mol⁻¹: 145.4
E_tot, a.u.: -3148.53044
Expectation value of S²: 2.009

---

[3]
C21H23Cl3FN3O3RuSi as an isolated structure. Source: the Open Molecules 2025 dataset; level of theory: ωB97M-V/def2-TZVPD.

Each line ends with the Löwdin spin population.
Geometry (Å):
1 Ru 0.112 0.138 0.159  0.720
2 C 1.579 -0.473 1.692  -0.017
3 C 0.763 0.544 2.250  0.008
4 C 0.948 1.726 1.476  0.052
5 C 1.864 1.429 0.432  0.030
6 C 2.250 0.064 0.548  0.007
7 H 1.675 -1.477 2.072  -0.001
8 H 0.130 0.436 3.115  0.000
9 H 0.439 2.665 1.632  0.004
10 H 2.173 2.098 -0.355  0.002
11 H 2.955 -0.457 -0.078  0.000
12 C -6.102 1.710 -4.432  0.000
13 C -5.604 0.334 -4.022  0.000
14 N -4.664 0.389 -2.896  0.010
15 C -3.344 0.348 -3.150  0.008
16 C -2.358 0.417 -2.211  0.003
17 C -0.940 0.306 -2.727  0.006
18 O -0.773 0.225 -3.930  0.009
19 O 0.004 0.343 -1.852  0.054
20 C -2.717 0.556 -0.848  0.003
21 O -1.926 0.614 0.123  0.016
22 C -4.150 0.631 -0.564  0.001
23 C -4.578 0.741 0.761  0.000
24 C -5.911 0.752 1.049  0.001
25 F -6.304 0.803 2.339  0.000
26 C -6.886 0.679 0.044  0.001
27 C -6.464 0.579 -1.267  0.001
28 C -5.100 0.532 -1.589  0.000
29 N -8.285 0.677 0.309  0.000
30 C -8.807 1.440 1.438  0.000
31 C -10.341 1.451 1.331  0.000
32 N -10.715 1.146 -0.090  0.000
33 C -10.372 -0.280 -0.440  0.000
34 C -8.994 -0.588 0.163  0.000
35 H -6.795 1.622 -5.268  0.000
36 H -5.268 2.337 -4.748  0.000
37 H -6.611 2.219 -3.612  0.000
38 H -5.072 -0.137 -4.846  0.000
39 H -6.421 -0.338 -3.759  0.000
40 H -3.041 0.235 -4.184  0.001
41 H -3.844 0.780 1.553  0.000
42 H -7.217 0.553 -2.043  0.000
43 H -8.409 2.453 1.387  0.000
44 H -8.542 1.023 2.412  0.000
45 H -10.767 2.413 1.606  0.000
46 H -10.805 0.678 1.940  0.000
47 H -10.162 1.755 -0.696  0.000
48 H -11.702 1.332 -0.262  0.000
49 H -10.372 -0.345 -1.526  0.000
50 H -11.160 -0.917 -0.043  0.000
51 H -8.446 -1.251 -0.501  0.000
52 H -9.099 -1.103 1.125  0.000
53 Cl -0.385 -3.335 1.605  0.004
54 Si -0.280 -2.182 -0.128  0.046
55 Cl -2.123 -2.598 -1.038  0.021
56 Cl 1.123 -3.113 -1.305  0.009

## Properties
Relative energy (zero: lowest compared OMol25 entry of this formula, charge and spin), eV: 0.0000
Spin multiplicity: 2
Molecular weight, g mol⁻¹: 619.9
E_tot, a.u.: -3068.80335
Total charge: +1
Expectation value of S²: 0.756

---

[4]
One molecule with the formula C2H4IPS in a non-equilibrium geometry. Source: the Open Molecules 2025 dataset; level of theory: ωB97M-V/def2-TZVPD.

Each line ends with the Mulliken charge.
Geometry (Å):
1 S 0.465 0.874 -2.396  -0.294
2 P 1.027 0.275 -0.336  0.134
3 C -0.100 -0.938 0.654  -0.710
4 C -0.524 0.476 0.642  -0.302
5 I -0.417 1.489 2.556  0.008
6 H 1.367 -0.056 -2.925  0.156
7 H 0.334 -1.462 1.441  0.332
8 H -0.764 -1.698 0.163  0.215
9 H -1.389 1.039 0.203  0.461

## Properties
Relative energy (zero: lowest compared OMol25 entry of this formula, charge and spin), eV: 1.0903
Molecular weight, g mol⁻¹: 218.0
SMILES string: SP1C[C@H]1I
E_tot, a.u.: -1115.78633